1.
Computed, not measured: one molecule with the formula C5H10OSi at a distorted geometry, with wB97M-V/def2-TZVPD.

Geometry as XYZ:
```
17
Properties=species:S:1:pos:R:3:lowdin_charge:R:1
C -2.99 -2.21 -0.47 -0.0069
C -1.71 -1.83 -0.29 -0.1881
C -0.88 -0.92 -1.20 -0.1733
C 0.25 -0.18 -1.04 -0.2031
Si 1.07 0.28 0.52 0.5455
O 1.70 1.72 0.02 -0.3980
C 2.37 2.56 0.92 -0.2010
H -3.55 -1.67 -1.21 0.0426
H -3.46 -2.88 0.26 0.0579
H -1.24 -2.45 0.53 0.1028
H -1.48 -0.92 -2.13 0.0999
H 0.47 0.22 -1.98 0.0412
H 0.00 1.00 1.23 0.0005
H 1.79 -0.86 1.33 -0.0111
H 3.36 2.01 1.17 0.0941
H 1.80 2.62 1.98 0.1075
H 2.49 3.53 0.38 0.0895
```

Computed properties:
2S+1: 1
Max |F| (eV Å⁻¹): 3.540
ΔE to the lowest compared entry with this formula, charge and spin (kJ/mol): 150.6
E_HOMO (hartree): -0.3329
Gap between HOMO and LUMO (eV): 9.67
Total energy (eV): -15269.9103
SMILES string: C=C/C=C\[SiH2]OC

---

2.
Computed, not measured: one molecule with the formula C5H6Cl3NOS at a distorted geometry, with wB97M-V/def2-TZVPD.

Geometry as XYZ:
```
17
Properties=species:S:1:pos:R:3:lowdin_charge:R:1
C -1.41 2.04 -1.02 -0.0800
N -0.31 1.24 -0.40 -0.4436
S -0.90 -0.05 0.59 0.8361
C 1.04 -1.01 0.08 -0.9579
C 1.30 -2.19 0.98 -0.1519
Cl 0.76 -1.61 -1.54 0.7148
C 1.77 0.29 0.11 -1.2137
Cl 1.93 0.93 1.72 0.7180
Cl 3.39 0.10 -0.61 0.6887
C 0.98 1.35 -0.72 -0.6887
O 1.57 2.10 -1.44 0.0711
H -2.44 1.61 -0.94 0.0771
H -1.60 2.93 -0.43 0.0748
H -1.08 2.37 -2.03 0.1027
H 0.63 -2.95 0.67 0.0548
H 1.12 -1.94 2.10 0.1086
H 2.39 -2.25 1.04 0.0890
```

Computed properties:
2S+1: 1
Max |F| (eV Å⁻¹): 4.246
ΔE to the lowest compared entry with this formula, charge and spin (kJ/mol): 0.0
E_HOMO (hartree): -0.3200
Gap between HOMO and LUMO (eV): 8.13
Total energy (eV): -57220.8832
SMILES string: CN1S[C@@](C)(Cl)C(Cl)(Cl)C1=O

---

3.
Computed, not measured: a 2-piece molecular cluster, C2H11N3O overall at a distorted geometry, with wB97M-V/def2-TZVPD.

Geometry as XYZ:
```
17
Properties=species:S:1:pos:R:3:lowdin_charge:R:1
N -0.73 1.78 2.44 0.2507
C -0.79 0.36 2.17 -0.2713
N -1.20 0.38 0.84 0.1702
H 0.09 2.33 2.19 0.1428
H -1.59 2.29 2.21 0.1417
H 0.18 -0.13 2.28 0.1522
H -1.48 -0.12 2.86 0.1492
H -2.09 -0.08 0.71 0.1397
H -0.55 0.17 0.09 0.0867
N 1.54 -0.03 -1.52 0.0254
C 0.66 -0.86 -2.31 -0.3508
O 0.75 -2.22 -1.95 -0.0573
H 1.09 0.62 -0.90 0.0280
H 2.29 -0.55 -1.10 0.0796
H -0.39 -0.61 -2.12 0.1034
H 0.79 -0.71 -3.38 0.1166
H 1.42 -2.65 -2.50 0.0931
```

Computed properties:
2S+1: 2
Max |F| (eV Å⁻¹): 1.815
ΔE to the lowest compared entry with this formula, charge and spin (kJ/mol): 35.4
E_HOMO (alpha / beta) (hartree): -0.4647 / -0.4644
Charge: +1
Gap between HOMO and LUMO (alpha / beta) (eV): 9.23 / 4.55
Total energy (eV): -8760.7833
Expectation value of S²: 0.76

---

4.
Computed, not measured: one molecule with the formula C5H6O2 at a distorted geometry, with wB97M-V/def2-TZVPD.

Geometry as XYZ:
```
13
Properties=species:S:1:pos:R:3:lowdin_charge:R:1
C 0.15 -2.37 -1.21 0.1287
C 0.06 -1.41 -0.51 -0.1305
C 0.05 -0.21 0.28 -0.3758
C 1.05 0.54 -0.55 -0.0522
O -1.23 0.41 0.28 0.0170
C -1.41 1.33 1.24 -0.3282
O -0.60 1.66 2.07 0.0808
H -0.13 -3.34 -1.58 0.0404
H 0.40 -0.37 1.30 0.1588
H 0.67 1.04 -1.45 0.0961
H 1.81 -0.26 -1.04 0.1390
H 1.60 1.25 0.06 0.0770
H -2.43 1.74 1.14 0.1489
```

Computed properties:
2S+1: 1
Max |F| (eV Å⁻¹): 3.510
ΔE to the lowest compared entry with this formula, charge and spin (kJ/mol): 263.6
E_HOMO (hartree): -0.3721
Gap between HOMO and LUMO (eV): 11.08
Total energy (eV): -9374.3635
SMILES string: C#C[C@@H](C)OC=O

---

5.
Computed, not measured: C30H28GeNNiOS as an isolated structure at a distorted geometry, with wB97M-V/def2-TZVPD.

Geometry as XYZ:
```
63
Properties=species:S:1:pos:R:3:lowdin_charge:R:1
Ni 0.63 -1.72 1.51 0.2194
C -0.05 -4.06 -0.79 -0.0471
C -1.10 -4.10 0.29 -0.3334
C -2.26 -4.89 0.04 -0.0037
C -3.30 -4.82 0.96 -0.0193
C -3.11 -4.08 2.12 -0.1701
C -4.17 -3.89 3.09 -0.0766
C -4.03 -3.00 4.08 -0.1135
C -2.82 -2.24 4.23 -0.1531
C -1.73 -2.41 3.42 -0.6540
S -0.32 -1.42 3.62 0.5644
C -1.93 -3.33 2.27 -0.1865
N -0.95 -3.35 1.32 0.0948
H 0.91 -3.75 -0.36 0.0566
H -0.46 -3.34 -1.45 0.0779
H 0.13 -5.04 -1.21 0.0752
H -2.34 -5.30 -0.97 0.1084
H -4.19 -5.39 0.80 0.1038
H -5.02 -4.57 3.08 0.0956
H -4.88 -2.77 4.80 0.1135
H -2.80 -1.47 5.04 0.1001
C 1.19 -1.05 -0.12 -0.3705
Ge 1.32 0.71 -0.82 0.8857
C 0.39 1.28 -2.53 -0.2334
C 0.99 1.05 -3.77 -0.1351
C 0.36 1.35 -4.95 -0.1282
C -0.90 1.94 -5.00 -0.1238
C -1.52 2.25 -3.80 -0.1069
C -0.87 1.90 -2.63 -0.1194
C 3.23 1.14 -1.18 -0.2782
C 4.08 0.47 -0.30 -0.1092
C 5.37 0.98 -0.05 -0.1019
C 5.85 2.10 -0.72 -0.1169
C 5.04 2.70 -1.68 -0.1007
C 3.75 2.20 -1.87 -0.1356
C 0.91 2.19 0.44 -0.2400
C 0.78 3.49 0.02 -0.1303
C 0.61 4.56 0.87 -0.0891
C 0.45 4.27 2.23 -0.0983
C 0.41 2.95 2.71 -0.0859
C 0.62 1.93 1.81 -0.1100
H 0.84 -1.72 -0.91 -0.0974
H 1.94 0.51 -3.85 0.1038
H 0.69 1.00 -5.91 0.0849
H -1.48 2.06 -5.97 0.1115
H -2.56 2.66 -3.70 0.1092
H -1.41 2.03 -1.73 0.0689
H 3.79 -0.40 0.23 0.0606
H 5.95 0.46 0.70 0.0888
H 6.89 2.44 -0.44 0.1061
H 5.31 3.52 -2.31 0.0793
H 3.11 2.79 -2.55 0.1026
H 0.83 3.70 -1.03 0.0903
H 0.58 5.56 0.58 0.0730
H 0.29 5.04 2.98 0.0858
H 0.22 2.79 3.75 0.0902
H 0.70 0.94 2.15 0.0159
C -2.58 0.75 0.74 -0.1566
O -1.92 0.02 -0.27 -0.1549
H -3.54 1.09 0.33 0.0750
H -2.07 1.68 1.06 0.0731
H -2.75 0.07 1.56 0.0640
H -1.13 -0.45 0.02 0.0014
```

Computed properties:
2S+1: 3
Max |F| (eV Å⁻¹): 2.655
ΔE to the lowest compared entry with this formula, charge and spin (kJ/mol): 49.1
E_HOMO (alpha / beta) (hartree): -0.1398 / -0.1537
Charge: -1
Gap between HOMO and LUMO (alpha / beta) (eV): 6.53 / 6.83
Total energy (eV): -143495.3265
Expectation value of S²: 2.02

---

6.
Computed, not measured: C39H55Br2N10O7P2V as an isolated structure, with wB97M-V/def2-TZVPD.

Geometry as XYZ:
```
116
Properties=species:S:1:pos:R:3:lowdin_charge:R:1
V -0.13 0.19 -0.76 0.7777
O -0.97 -1.35 -2.13 -0.1037
C -2.41 -1.26 -2.25 -0.2753
C -2.94 -0.58 -0.94 -0.5924
O -4.14 -0.41 -0.77 0.0562
O -2.04 -0.22 -0.10 -0.1455
C -2.74 -0.42 -3.48 -0.1386
C -1.78 -0.18 -4.45 -0.0345
C -2.11 0.51 -5.61 -0.0773
C -3.40 0.97 -5.81 -0.0895
C -4.37 0.71 -4.85 -0.0651
C -4.05 0.02 -3.69 -0.0118
C -2.95 -2.68 -2.45 -0.1357
C -4.08 -3.18 -1.82 -0.0242
C -4.50 -4.48 -2.06 -0.0783
C -3.80 -5.29 -2.94 -0.0888
C -2.68 -4.79 -3.59 -0.0685
C -2.26 -3.49 -3.35 -0.0184
H -0.85 -2.12 -1.53 0.0650
H -0.77 -0.54 -4.31 0.1133
H -1.35 0.69 -6.36 0.1063
H -3.66 1.50 -6.72 0.1042
H -5.39 1.04 -5.00 0.1080
H -4.81 -0.19 -2.95 0.1179
H -4.64 -2.55 -1.14 0.1075
H -5.38 -4.86 -1.56 0.1052
H -4.13 -6.31 -3.13 0.1022
H -2.13 -5.41 -4.29 0.1041
H -1.40 -3.10 -3.87 0.1199
C 0.81 -0.80 5.24 -0.0873
N 1.11 -0.94 3.82 -0.2827
C -0.08 -1.24 3.02 -0.0966
P 2.26 0.02 3.14 0.4611
O 2.73 -0.47 1.83 -0.2462
O 1.57 1.50 3.04 -0.2500
P 0.94 2.30 1.80 0.4854
O 0.17 1.45 0.88 -0.3100
N 2.21 3.12 1.17 -0.2783
C 1.94 3.89 -0.04 -0.0748
C 3.61 2.74 1.33 -0.0726
N -0.06 3.41 2.46 -0.2891
C -1.48 3.10 2.63 -0.0733
C 0.46 4.38 3.43 -0.0892
N 3.45 0.31 4.23 -0.3036
C 3.43 1.33 5.27 -0.0939
C 4.44 -0.74 4.43 -0.0757
H 0.29 -1.70 5.57 0.0916
H 0.17 0.06 5.45 0.0922
H 1.73 -0.71 5.82 0.0644
H -0.49 -2.20 3.34 0.0860
H 0.16 -1.29 1.96 0.0465
H -0.85 -0.47 3.16 0.0934
H 0.88 4.15 -0.09 0.0860
H 2.20 3.33 -0.94 0.0739
H 2.52 4.81 -0.02 0.0930
H 3.79 2.34 2.33 0.0663
H 4.22 3.64 1.21 0.0921
H 3.93 2.00 0.60 0.0828
H -1.79 2.38 1.88 0.0726
H -2.06 4.01 2.52 0.0899
H -1.67 2.69 3.63 0.0895
H 1.50 4.62 3.20 0.0801
H 0.40 3.99 4.45 0.0863
H -0.12 5.29 3.37 0.0895
H 2.65 2.07 5.07 0.0731
H 4.39 1.85 5.30 0.0915
H 3.25 0.90 6.26 0.0843
H 4.46 -1.40 3.57 0.0562
H 4.23 -1.32 5.33 0.0906
H 5.43 -0.28 4.54 0.0931
Br 4.65 1.96 -5.26 0.8145
C 3.41 1.54 -3.92 -0.6708
C 3.76 0.70 -2.88 -0.0793
C 2.80 0.40 -1.93 -0.0945
N 1.55 0.88 -1.99 0.0480
C 1.23 1.74 -2.97 -0.1977
C 2.13 2.07 -3.97 -0.0417
C -0.14 2.31 -2.90 -0.1991
C -0.59 3.26 -3.80 -0.0452
C -1.89 3.71 -3.67 -0.6677
Br -2.57 4.94 -4.92 0.8148
C -2.69 3.25 -2.64 -0.0620
C -2.15 2.32 -1.78 -0.0654
N -0.91 1.84 -1.91 0.0606
H 4.76 0.29 -2.80 0.1109
H 3.02 -0.25 -1.09 0.1032
H 1.86 2.74 -4.78 0.1061
H 0.03 3.63 -4.60 0.1062
H -3.71 3.59 -2.52 0.1197
H -2.73 1.91 -0.96 0.1224
N -2.58 -4.87 0.82 0.1776
C -2.06 -3.62 0.69 -0.6352
N -2.62 -2.65 1.48 0.1856
O -1.12 -3.39 -0.07 0.0141
H -3.23 -5.11 1.55 0.1025
H -2.16 -5.60 0.27 0.1089
H -3.57 -2.79 1.78 0.1096
H -2.40 -1.71 1.18 0.0698
N 1.05 -1.56 -0.27 0.1531
C 1.68 -2.49 -0.01 -0.2160
N 2.38 -3.55 0.29 -0.0619
C 2.74 -4.53 -0.75 -0.1212
C 4.08 -5.17 -0.39 -0.1750
C 5.01 -4.11 0.19 -0.1822
C 4.48 -3.62 1.55 -0.1637
C 2.96 -3.73 1.63 -0.1236
H 2.82 -4.00 -1.70 0.1282
H 1.94 -5.28 -0.85 0.1252
H 4.50 -5.62 -1.29 0.1169
H 3.93 -5.98 0.33 0.1167
H 5.06 -3.27 -0.51 0.1116
H 6.02 -4.49 0.29 0.1121
H 4.78 -2.58 1.71 0.0898
H 4.92 -4.21 2.36 0.1167
H 2.53 -2.98 2.29 0.1007
H 2.65 -4.71 1.99 0.1288
```

Computed properties:
2S+1: 4
Max |F| (eV Å⁻¹): 0.571
ΔE to the lowest compared entry with this formula, charge and spin (kJ/mol): 6.5
E_HOMO (alpha / beta) (hartree): -0.3389 / -0.3840
Charge: +1
Gap between HOMO and LUMO (alpha / beta) (eV): 6.54 / 7.66
Total energy (eV): -254925.6235
Expectation value of S²: 3.76

---

7.
Computed, not measured: one molecule with the formula C11H16N4O3 at a distorted geometry, with wB97M-V/def2-TZVPD.

Geometry as XYZ:
```
34
Properties=species:S:1:pos:R:3:lowdin_charge:R:1
N 0.77 3.33 0.80 0.0502
C 0.28 2.01 0.10 -0.2599
C 1.27 1.54 -0.95 -0.1207
C 2.05 0.34 -0.75 -0.3493
C 3.39 0.34 -0.54 -0.0176
N 3.70 -1.02 -0.41 0.0699
C 2.51 -1.71 -0.49 -0.1584
N 1.53 -0.92 -0.84 0.1409
C 0.01 0.84 1.10 -0.3899
O 0.77 0.50 1.95 0.1005
N -1.05 -0.06 0.78 -0.0079
C -0.94 -1.43 1.37 -0.1938
C -2.02 -2.17 0.76 -0.1582
C -1.78 -1.77 -0.76 -0.0601
C -1.63 -0.17 -0.59 -0.1441
C -3.08 0.68 -0.84 -0.4693
O -3.12 1.15 -1.93 0.1311
O -3.87 0.66 0.21 0.1595
H 0.09 3.38 1.57 0.0589
H 1.50 2.76 1.35 0.0919
H -0.61 2.31 -0.38 0.1089
H 0.77 1.36 -1.93 0.1364
H 2.01 2.31 -1.18 0.1244
H 4.12 1.09 -0.71 0.1166
H 4.52 -1.15 0.08 0.1109
H 2.52 -2.77 -0.48 0.1138
H -0.07 -1.91 1.13 0.0906
H -1.09 -1.34 2.37 0.0979
H -2.04 -3.26 0.97 0.1242
H -2.93 -1.67 1.18 0.1190
H -0.82 -2.15 -1.02 0.0710
H -2.63 -1.92 -1.56 0.1490
H -0.90 0.37 -1.20 0.1005
H -3.21 0.45 0.84 0.0633
```

Computed properties:
2S+1: 1
Max |F| (eV Å⁻¹): 5.589
ΔE to the lowest compared entry with this formula, charge and spin (kJ/mol): 318.7
E_HOMO (hartree): -0.3297
Gap between HOMO and LUMO (eV): 9.65
Total energy (eV): -23767.6940
SMILES string: N[C@@H](Cc1c[nH]cn1)C(=O)N1CCC[C@H]1C(=O)O